Molecular formula: C52H133N7O17
Method: DFT, the ωB97M-V functional and the def2-TZVPD basis

Computed properties:
SMILES: COC[C@H](C)N.COCCNCCOC.COCCNCCOC.COCCNCCOC.COCCNCCOC.COCCNCCOC.COCCNCCOC.CC(C)O.CC(C)O.CC(C)O.CC(C)O
total charge: 0
energy relative to the best compared isomer or geometry (same formula, charge and spin): 8.7 kcal per mole
frontier orbital gap: 8.75 eV
total energy: -3722.87579 hartree
HOMO level: -8.632 eV
multiplicity: 1

Cartesian coordinates (Å):
O -1.969 -7.950 1.528
O -1.819 1.615 11.358
O -6.927 2.732 -4.394
O -4.690 1.319 7.801
O -4.082 8.253 -3.642
O 2.727 -2.919 5.242
O -2.360 -0.214 0.566
O 1.752 -11.222 0.481
O -4.343 -4.027 -5.864
O 7.138 5.461 -2.523
O 6.046 -3.053 2.688
O 1.922 1.488 -7.661
O 0.659 6.028 4.035
O 0.238 7.006 -9.233
O 5.971 2.789 4.604
O 3.590 -6.167 -1.450
O -6.112 6.773 -8.182
N -4.340 6.336 -5.901
N 3.828 -0.162 5.530
N 2.575 4.370 -8.293
N 3.517 -4.120 1.156
N -0.501 -10.507 2.610
N -2.336 0.015 9.056
N 1.133 -0.418 -0.541
C 3.592 -6.154 -2.869
C 1.814 2.536 -6.704
C 6.531 3.307 -1.424
C -0.860 -10.073 1.273
C -5.115 1.336 -4.290
C -2.352 -5.245 -6.092
C 2.964 -11.135 -0.255
C 4.093 1.203 5.021
C -1.514 5.341 3.345
C 2.560 -5.370 -0.858
C -0.459 2.071 11.348
C -5.199 5.753 -8.101
C 6.907 4.816 -1.269
C 0.591 -11.464 2.588
C 0.518 8.251 -8.510
C 5.921 3.661 5.726
C -4.296 -0.037 7.681
C -3.664 6.888 -3.608
C 5.810 5.592 -0.581
C 1.088 0.389 -7.495
C -5.753 7.866 -9.039
C -4.487 8.682 -2.344
C -3.643 -5.192 -3.900
C 5.616 1.434 4.875
C -1.911 -7.601 2.869
C -6.533 1.363 -4.691
C -3.204 -4.390 -5.129
C -3.932 5.982 -7.205
C 2.862 3.643 -7.037
C -3.476 -1.067 0.601
C 2.242 -1.907 6.128
C -0.571 4.615 5.464
C 1.302 6.073 -9.367
C 7.050 -3.827 3.344
C -3.203 6.510 -4.973
C -2.091 0.251 11.544
C 3.182 -4.123 5.827
C -5.681 1.590 6.814
C 2.423 -0.528 5.543
C 1.564 5.415 -8.050
C 2.698 -5.183 0.668
C 1.876 -11.029 1.897
C -1.699 -0.598 10.279
C -0.041 0.196 -0.031
C -2.126 -9.320 1.287
C 5.869 -3.261 1.279
C -0.243 1.534 -0.781
C -3.677 -0.451 9.002
C -7.448 0.387 -3.978
C 4.928 -4.431 0.941
C -1.249 -0.743 -0.114
C -0.226 4.948 4.056
H -1.967 -1.639 10.456
H -2.884 -4.980 -3.147
H -4.743 2.155 -3.674
H -3.311 -2.046 1.051
H 1.224 8.800 -9.134
H 6.192 6.576 -0.309
H -2.776 6.815 -2.979
H 3.097 4.275 -6.181
H 3.553 1.304 4.080
H 5.001 3.489 6.285
H 3.274 -4.044 2.133
H -2.573 5.621 -4.930
H 3.405 -4.814 5.014
H -4.848 5.523 -9.107
H -2.166 6.086 3.801
H 1.494 -1.194 -0.005
H -6.478 8.672 -9.160
H -6.203 3.248 -4.756
H 2.178 6.591 -9.757
H -5.044 9.619 -2.355
H -1.267 1.865 -0.604
H 5.973 0.887 4.003
H -4.803 0.397 -3.832
H 6.781 2.626 -0.610
H 4.011 -4.129 6.534
H -0.124 -9.361 0.900
H 0.805 2.936 -6.611
H -0.985 -10.964 0.657
H 0.787 -11.819 3.600
H -2.624 -8.188 3.448
H 5.018 -4.629 -0.127
H 0.139 6.819 3.874
H -1.450 -0.970 -1.160
H -5.203 -0.634 7.593
H -1.378 5.661 2.312
H 0.121 0.391 1.029
H -4.309 6.136 -3.154
H 7.869 5.040 -0.809
H 0.075 0.688 -7.227
H 0.257 4.137 3.512
H -3.660 8.704 -1.635
H 6.929 -4.862 3.664
H -0.104 1.456 -1.859
H 5.450 3.213 -1.526
H 0.189 -12.370 2.133
H 6.166 1.070 5.743
H -5.705 4.840 -7.787
H 6.822 -3.467 0.790
H -1.248 3.767 5.565
H 5.689 5.089 0.378
H -4.317 -0.032 9.779
H -4.988 -3.557 -5.331
H -0.886 -1.645 0.380
H -2.044 -6.522 2.950
H 2.947 -6.128 1.150
H -0.338 3.139 11.164
H -1.010 5.471 5.977
H 5.159 -5.285 1.576
H 5.513 -2.347 0.805
H 2.005 -9.948 1.956
H -2.600 -6.298 -6.228
H -5.266 1.355 5.834
H 7.927 -3.897 2.701
H -3.363 5.052 -7.223
H 1.763 0.129 6.109
H -1.621 -0.064 12.475
H -2.110 -4.755 -7.035
H 0.023 1.551 10.521
H 4.812 5.551 -1.017
H 0.646 4.957 -7.683
H 1.850 0.292 -0.503
H 0.879 8.076 -7.496
H -4.370 -0.605 1.020
H -2.753 -9.900 1.965
H 4.412 -0.819 5.033
H 2.633 -1.922 7.145
H -3.753 -6.252 -4.132
H 7.334 -3.296 4.252
H -5.380 7.557 -10.016
H -7.670 0.775 -2.984
H -4.618 -4.920 -3.494
H 1.003 5.355 -10.131
H -5.290 8.045 -1.974
H 7.028 2.825 -2.265
H 3.613 1.971 5.627
H -2.532 7.300 -5.312
H 0.080 1.747 12.238
H -2.680 -3.471 -4.866
H 3.766 3.082 -7.274
H -3.684 -1.255 -0.452
H 2.378 -4.665 6.324
H -0.948 -7.932 3.257
H 1.649 -5.952 -0.994
H -2.439 1.007 9.218
H 3.543 -5.164 -3.323
H 4.577 -6.574 -3.077
H 2.148 2.199 -5.722
H 1.483 -0.233 -6.691
H 2.826 -6.730 -3.389
H 1.007 -0.227 -8.390
H -4.723 7.257 -6.056
H -3.713 -0.113 6.763
H -4.529 1.408 -5.206
H -5.924 2.650 6.746
H -3.751 -1.517 9.213
H -2.513 -9.467 0.278
H 2.441 -4.443 -1.419
H -3.137 0.077 11.797
H 2.758 -11.586 2.215
H -1.399 -5.280 -5.564
H 1.944 6.214 -7.413
H 6.816 3.495 6.325
H -7.034 -0.598 -3.764
H -3.355 6.793 -7.649
H -4.987 8.443 -8.521
H -6.610 1.021 6.831
H 0.384 4.448 5.961
H 7.754 4.943 -3.046
H 2.000 -0.574 4.539
H 2.696 -11.507 -1.243
H -6.765 1.247 -5.750
H 0.462 2.308 -0.477
H 3.711 -11.847 0.095
H 1.701 -4.946 1.040
H 3.423 -10.146 -0.258
H 1.160 -2.024 6.198
H -1.357 -10.924 2.947
H -0.611 -0.539 10.280
H 5.989 4.701 5.407
H -2.076 4.410 3.283
H -8.438 0.267 -4.417
H 2.163 3.690 -8.916
H -0.434 8.781 -8.473

Force components x, y, z for each atom (eV/Å):
O -1.0 -0.1 -0.9
O -0.6 1.6 0.0
O -0.8 -0.4 -0.1
O -1.2 0.4 -0.3
O -0.7 -0.4 0.8
O 1.0 0.3 0.6
O 0.3 0.6 0.8
O 0.0 -0.5 -0.1
O -1.0 0.4 -1.1
O -0.7 0.0 -0.9
O -0.3 -0.5 0.0
O 0.4 1.2 -0.7
O 1.1 0.9 0.0
O -0.6 0.8 0.5
O -0.3 0.2 -0.2
O -0.2 0.6 0.1
O -1.5 1.8 -0.3
N 0.4 0.2 1.5
N 0.2 1.6 0.8
N -0.1 0.8 1.7
N 0.4 0.7 -0.5
N 0.5 1.0 0.1
N 1.5 -1.4 1.6
N 1.2 -0.5 -1.1
C 1.0 -0.1 0.2
C 1.2 0.4 0.4
C 0.3 0.3 0.1
C 1.1 0.0 0.3
C 2.3 -1.3 -0.8
C 1.3 0.7 1.2
C -0.6 -0.8 0.2
C -0.1 -0.8 -0.1
C -0.4 -1.1 -1.1
C -0.2 -0.9 0.2
C -0.1 -1.9 -0.6
C 1.8 -1.1 -0.4
C 0.1 -0.2 -0.8
C -0.5 -1.0 0.4
C -0.2 -1.5 -1.3
C 0.3 -0.5 -0.3
C -1.1 -0.2 0.7
C 1.4 0.3 0.4
C 0.6 -0.6 1.4
C -0.5 -0.3 0.8
C 1.0 0.3 1.1
C -0.9 -0.3 -0.2
C 0.7 0.3 0.1
C -0.5 0.6 -0.4
C 0.8 -0.5 0.7
C -1.8 1.1 0.4
C -1.1 -1.2 -0.8
C -1.1 -0.3 -1.8
C -0.2 -1.5 -1.6
C 0.0 -0.3 -1.5
C -0.9 -0.1 -0.1
C 0.7 -0.4 1.0
C -0.7 1.1 -0.2
C 0.9 0.6 -0.4
C -0.6 0.1 -0.8
C 0.6 -0.9 0.0
C -1.0 -0.9 -0.4
C 0.8 0.5 -0.9
C 0.7 -1.0 -0.6
C 0.8 -0.7 -1.0
C -1.0 -0.1 -0.6
C -0.5 0.5 -1.4
C 0.1 2.1 1.0
C -1.0 1.2 0.3
C -0.2 -0.4 -1.0
C 0.0 -1.0 0.2
C -0.4 -0.3 0.3
C -0.8 -0.2 -0.8
C -0.6 0.3 1.3
C -0.2 1.2 0.6
C 0.8 0.1 0.2
C -1.6 1.0 -0.7
H -0.2 0.1 -0.4
H -0.1 -0.6 0.4
H -0.6 0.0 0.3
H 0.3 0.0 0.4
H 0.2 0.3 0.4
H -0.5 0.2 -0.4
H 0.4 0.2 0.3
H -0.4 0.2 -0.2
H 0.4 0.2 -0.7
H 0.1 0.2 0.3
H 0.5 0.4 0.3
H -0.3 -0.3 0.0
H 0.4 0.3 -0.2
H 0.3 -0.1 -0.3
H 0.4 0.0 0.6
H -0.2 -0.2 0.3
H -1.0 -0.9 0.1
H -0.2 0.5 0.0
H 0.4 -0.1 0.1
H 0.7 0.5 -0.6
H 0.1 0.3 0.1
H 0.0 -0.1 0.0
H 0.0 0.0 0.1
H 0.2 0.5 0.5
H 0.3 0.8 -0.1
H 0.4 -0.5 -0.4
H -0.3 -0.1 -0.2
H 0.3 0.0 -0.7
H 0.3 0.5 0.2
H -0.5 0.3 0.2
H 0.3 -0.4 0.1
H 0.2 0.1 0.1
H -0.3 -0.1 -0.2
H -0.2 -0.2 -0.4
H 0.3 0.0 -0.1
H -0.5 0.4 0.4
H -1.0 0.4 -0.2
H -0.1 -0.8 1.1
H -0.2 0.1 0.1
H -0.1 -0.2 0.1
H 0.1 0.1 0.0
H -1.3 -0.2 -0.3
H -0.1 -0.5 -0.1
H 0.0 0.1 -0.4
H 0.5 -0.4 -0.7
H -0.1 -0.1 0.3
H -0.3 0.2 0.4
H 0.4 -0.1 0.2
H 0.2 -0.1 0.0
H -0.1 0.0 0.3
H -0.3 0.4 0.2
H 0.1 0.0 0.2
H -0.3 -0.5 0.0
H -0.1 -0.2 0.2
H 0.2 -0.6 -0.2
H -0.7 -0.1 0.3
H -0.2 0.1 -0.2
H 0.6 -0.5 -0.3
H -0.3 0.1 0.5
H 0.3 0.2 1.0
H -0.7 0.3 0.0
H 0.2 -0.1 -0.3
H 0.3 0.3 -0.1
H 0.2 0.0 0.0
H 0.5 0.4 0.2
H 0.7 -0.5 0.0
H -0.5 0.0 0.0
H 0.4 0.2 -0.2
H 0.3 0.3 -0.5
H -0.3 0.4 0.3
H 0.3 -0.1 -0.3
H 0.1 0.0 0.0
H 0.4 0.3 0.3
H -0.9 0.7 0.4
H -0.3 -0.3 -0.2
H 0.5 -0.4 -0.1
H 0.4 0.0 0.1
H -0.1 0.2 -0.1
H -0.1 -0.3 0.0
H 0.1 0.2 0.2
H 0.0 0.5 -0.1
H -0.2 0.0 0.0
H 0.2 -0.7 0.2
H -0.1 0.3 -0.4
H 0.2 -0.2 0.6
H 0.2 0.3 -0.2
H -0.1 0.2 0.4
H 0.4 -0.1 0.2
H 0.2 -0.1 0.4
H -0.6 -0.4 -0.2
H -0.4 0.2 0.4
H 0.3 0.4 0.3
H -0.5 0.1 0.0
H 0.6 0.4 0.1
H 0.1 0.4 0.3
H -0.1 -0.1 -0.5
H -0.3 -0.5 0.3
H -0.1 -0.3 0.2
H -0.3 -0.4 0.5
H 0.4 0.3 -0.2
H -0.6 0.2 0.7
H 0.5 -0.5 0.2
H 0.4 0.0 -0.1
H 0.1 0.0 0.6
H 0.3 -0.2 -0.6
H -0.5 0.5 0.0
H 0.1 0.4 0.2
H -0.3 0.7 -0.4
H 0.0 0.1 0.5
H 0.4 -0.2 -0.1
H 0.1 -0.5 0.5
H -0.1 -0.2 0.5
H 0.3 0.0 -0.5
H 0.6 0.0 -0.4
H 0.7 -0.1 -0.2
H 0.0 -0.3 0.8
H -0.1 -0.4 0.4
H 0.1 -0.1 0.0
H -0.2 0.2 -0.5
H 0.1 0.6 -0.2
H 0.8 -0.3 -0.3
H 0.0 0.0 0.4
H 0.2 -0.1 0.4
H -0.3 -0.1 -0.2
H -0.2 0.2 -0.1
H -0.3 -0.3 0.2
H 0.3 -0.4 0.6
H 0.1 -0.1 -0.7
H -0.3 -0.1 -0.3
H -0.4 0.1 -0.1
H 0.2 0.0 -0.4
H 0.0 -0.2 -0.3
H 0.1 0.0 0.0